# 1
70
Properties=species:S:1:pos:R:3 method="wB97M-V/def2-TZVPD" charge=-1 energy_ha=-11854.944584
Cl 8.16328 -4.03495 2.01256
Cl 0.30482 1.11860 5.90057
Cl -3.85407 -5.68971 0.13615
Cl -0.17940 9.57884 -2.86007
Cl 1.74528 3.43550 4.88054
Cl -2.24627 -5.49323 -2.28466
Cl -2.73425 3.99175 -3.02794
Cl -2.75263 5.25262 -0.40234
Cl 0.04123 4.76798 0.92230
Cl -5.04794 -8.74299 2.47717
Cl -7.75265 -8.03570 3.29463
Cl -1.45265 3.00430 2.69463
Cl -5.27050 2.12875 1.16911
Cl 1.25206 2.29701 1.87717
Cl -0.98655 -6.18810 0.24786
Cl -4.49551 4.54457 2.59971
Cl -2.38444 2.37250 -0.63231
Cl 0.50707 6.98633 -1.72375
Cl 9.39320 -1.39772 2.13841
Cl -1.85370 7.25935 -3.40784
Cl -7.19103 3.48046 2.89202
Cl -6.25877 -6.27202 1.52230
Cl 7.10433 -2.01947 3.82911
Cl 3.15820 1.40100 6.41287
O 5.27606 -1.73720 -0.49904
N 1.88837 0.11936 -3.21080
N -3.13073 -1.27837 -0.42166
C 4.94143 -2.95684 -1.25141
C -1.67846 -0.20940 -2.23985
C -5.82162 3.69482 1.78808
C 3.84625 0.26069 -1.42995
C -2.27223 -5.24920 -0.52989
C 1.62394 2.26230 6.20276
C 0.91144 -0.99489 -2.78797
C -0.81693 8.05754 -2.21309
C 4.09131 -0.88038 -0.27942
C -6.14837 -7.41206 2.87416
C -2.07116 3.94538 -1.38551
C 7.87545 -2.30418 2.25947
C 0.15163 3.62794 2.27416
C 3.32755 -0.30508 -2.87736
C -2.81256 -1.36104 -1.92774
C -0.61831 -0.75853 -3.38085
H 3.36650 -1.46709 -3.00573
H -2.13381 0.80611 -2.62183
H 1.26049 -2.05361 -3.16063
H 7.20049 -1.95198 1.47523
H -3.78353 -1.20007 -2.59609
H 0.55260 4.15940 3.14100
H -4.08636 -1.65753 -0.24133
H -5.74740 -6.88060 3.74100
H 4.30920 -0.28748 0.73370
H -3.05401 -0.25859 -0.21024
H 3.10663 -1.50552 -0.05505
H 4.03932 0.18596 -3.69999
H 3.82035 -3.28829 -1.18173
H 4.84630 0.84815 -1.59017
H -1.42029 8.28463 -1.33047
H -0.58729 -0.09208 -4.35338
H 1.40451 2.80507 7.12574
H -1.03756 -0.03949 -1.25769
H -0.98931 4.08856 -1.44670
H 5.64102 -3.85972 -0.90811
H 0.91896 -0.98178 -1.61118
H -1.01087 -1.83422 -3.70509
H -2.09600 -4.18978 -0.32687
H 5.26086 -2.74299 -2.38153
H -2.42472 -2.46946 -2.10153
H -6.15314 4.30220 0.94201
H 3.02486 1.01368 -1.00562

***

# 2
51
Properties=species:S:1:pos:R:3 method="wB97M-V/def2-TZVPD" charge=-1 energy_ha=-3462.407764
Ga 0.20362 -1.09338 2.24628
Cl -1.10801 0.03324 0.72439
O 0.10595 -2.61961 -2.34617
O 2.13572 3.82700 -3.63056
O 1.29620 -2.99446 -4.10178
O 1.85486 2.14398 -2.31186
O 0.15552 2.73913 -3.67671
O -0.59255 -4.19927 -3.80202
C -1.16770 -1.03892 4.81546
C 0.19334 -3.36155 -3.43223
C -1.05663 -2.84920 -1.53045
C -0.55422 -1.39652 6.02110
C -1.10018 -1.89336 3.60112
C 1.50624 -3.66777 -5.34697
C 0.76482 5.81436 -3.97358
C 0.68057 -3.05796 -6.45956
C -1.82469 0.19567 4.79867
C -1.25178 0.65160 7.11430
C 1.27461 2.86601 -3.24831
C 1.62509 4.74123 -4.60601
C -1.30051 1.54587 8.32413
C 1.03518 1.10184 -1.73296
C -0.59231 -0.56909 7.13570
C -1.86750 1.01341 5.91607
H 2.57141 -3.55376 -5.54282
H -2.29003 1.52546 8.78837
H -1.09434 2.58214 8.04827
H -0.13348 5.37807 -3.53949
H 1.69457 0.52917 -1.09054
H 0.46687 6.54757 -4.72438
H 1.31745 6.32671 -3.18540
H -2.07988 -1.89631 3.11613
H 1.04571 -2.19555 1.44436
H 0.62812 0.46673 -2.51580
H -1.14222 -3.90520 -1.28409
H 0.87867 -1.98837 -6.53478
H 0.93022 -3.52731 -7.41215
H -0.57534 1.23345 9.07467
H -2.38856 1.96381 5.85352
H -0.91887 -2.24874 -0.63833
H 2.51207 5.17281 -5.06833
H -0.09038 -0.88037 8.04784
H -2.29021 0.51961 3.87406
H -1.94751 -2.52157 -2.06373
H 0.23312 1.52885 -1.14024
H -0.03191 -2.34639 6.07888
H 1.12880 0.01173 2.92852
H 1.28581 -4.72802 -5.22736
H 1.07061 4.18949 -5.36438
H -0.38235 -3.20118 -6.27065
H -0.81399 -2.91509 3.84982

***

# 3
63
Properties=species:S:1:pos:R:3 method="wB97M-V/def2-TZVPD" smiles="COCCCC[C@]1(CP(=O)(O)O)COS(=O)(=O)O1.CCOC(=O)C(F)(F)F.CCOC(=O)C(F)(F)F" energy_ha=-2867.603027
S 2.03468 2.55970 1.25223
P -1.52491 0.24224 -1.83132
F 2.09594 -3.36825 1.57040
F -7.00931 -0.29481 3.85080
F -6.22562 0.85130 5.51848
F -6.15573 1.66778 3.50584
F 2.22649 -1.54372 0.40621
F 0.47844 -1.90771 1.62580
O -2.34885 -0.82912 -0.94682
O 0.50659 2.88169 1.51076
O 1.78796 1.53451 0.06686
O 0.63346 -2.67339 -1.44015
O 2.54597 1.82466 2.35031
O 4.58190 0.63088 -2.75142
O -3.70860 0.79437 4.20486
O -1.36568 -0.06977 -3.24688
O 2.68895 3.72943 0.78393
O -2.33164 1.60763 -1.54745
O -4.51810 -1.27389 3.77841
O 0.12960 -4.30379 0.04130
C -0.32454 2.54937 0.39100
C -2.34400 0.33053 4.04611
C -4.65440 -0.11256 4.02932
C 1.98300 3.38141 -2.22844
C 0.00907 0.36547 -0.88792
C -6.04484 0.54169 4.22529
C 0.68626 -3.17572 -0.35458
C -0.59911 -5.04476 -0.97366
C 3.38351 1.34164 -2.98431
C 4.64641 0.02584 -1.47655
C 0.73319 2.53326 -1.98191
C 0.34041 -5.82028 -1.86640
C 1.40284 -2.49565 0.83885
C 0.54530 1.77091 -0.65217
C 3.34118 2.67605 -2.24668
C -1.97676 0.20424 2.58647
H -0.74779 3.46097 -0.02037
H 3.67671 -0.40143 -1.19786
H 5.38224 -0.77472 -1.53021
H 0.96058 -6.49427 -1.27574
H -3.00976 1.52255 -0.86369
H -1.20917 -4.34033 -1.53808
H 0.72484 -0.20644 -1.48106
H 4.04949 3.35142 -2.73219
H 4.95024 0.73106 -0.69637
H -2.23590 -0.61618 4.57386
H -0.24395 -6.41560 -2.56810
H -1.11911 1.91952 0.78895
H 1.81635 3.85512 -3.19971
H 0.98293 -5.15228 -2.43753
H -0.10820 -0.14433 0.06882
H -1.24631 -5.70200 -0.39859
H 3.34828 1.49798 -4.06455
H 2.52345 0.71125 -2.71750
H -1.74808 1.08879 4.54757
H -0.12666 3.19931 -2.07723
H 0.63201 1.80612 -2.79071
H -3.00956 -1.28022 -1.49645
H 2.02794 4.19137 -1.49989
H -2.57613 -0.55968 2.09377
H -2.12995 1.15723 2.07639
H -0.92532 -0.06927 2.50142
H 3.71173 2.53289 -1.23149

***

# 4
50
Properties=species:S:1:pos:R:3 method="wB97M-V/def2-TZVPD" multiplicity=6 s_squared=9.114 charge=+2 energy_ha=-2207.157144
Mn -0.29450 0.96916 0.20581
O 0.61816 0.28054 1.99790
O 0.92606 2.40333 -0.68582
O -1.57098 -0.50969 1.11332
O 0.27108 -0.26399 -1.31987
O 2.26263 3.26575 -2.26114
N 1.73609 1.10731 -2.48520
C -1.79482 -1.36130 -7.59563
C -1.12951 -1.38980 2.18286
C -2.30730 -1.87580 -8.92398
C -2.75490 0.94564 -8.15994
C -2.82414 -0.87424 0.51778
C -1.88844 0.36408 -5.88200
C 1.75872 0.93655 2.57471
C 1.59141 2.26152 -1.73465
C 0.20494 -0.91467 2.71590
C -2.11597 -0.01405 -7.18046
C 1.21273 -0.15011 -2.14778
C 1.32742 -2.52693 -2.37046
C -1.03057 -2.17825 -6.79978
C 2.96020 2.78898 -3.46264
C 1.79000 -1.30525 -2.74455
C 2.45252 1.40016 -3.73101
H -1.87055 -1.32972 -9.77113
H -3.62876 -0.30846 1.00212
H 2.63548 -1.16496 -3.42384
H -1.40254 -0.29874 -5.16668
H -1.43308 -3.08458 -6.33559
H 2.66596 0.33651 2.42781
H -2.21114 1.34319 -5.54455
H 0.02065 -1.92504 -6.61555
H 0.56736 -2.60511 -1.59502
H -2.02527 -2.92810 -9.03315
H -1.87882 -1.36803 2.98456
H 1.60189 1.08570 3.65122
H 4.03428 2.76874 -3.24530
H 0.11923 -0.68500 3.78613
H 3.23121 0.65857 -3.89405
H -2.15621 1.08295 -9.07171
H -3.75083 0.61032 -8.47682
H -2.84789 1.92689 -7.68024
H -2.77072 -0.60654 -0.54127
H 1.75255 1.37715 -4.57821
H -3.01825 -1.95050 0.62331
H 0.96860 -1.69078 2.57413
H -1.03026 -2.41528 1.79892
H -3.40461 -1.80629 -9.00550
H 2.74353 3.47602 -4.28807
H 1.86317 1.90176 2.07344
H 1.69496 -3.44180 -2.83994

***

# 5
49
Properties=species:S:1:pos:R:3 method="wB97M-V/def2-TZVPD" smiles="CN(CCc1ccccc1)[C@@H]1CCCN(S(=O)(=O)N(C)C)C1" e_above_lowest_kj_mol=5.0
S -3.19918 0.05265 0.53039
O -3.40217 1.45885 0.71274
O -2.88514 -0.73147 1.68758
N -2.10638 -0.14681 -0.71042
N 1.11544 1.45568 0.44711
N -4.52615 -0.66347 -0.21085
C -1.67077 -1.51819 -0.88915
C 4.20988 -1.18086 1.60087
C -1.03122 0.82479 -0.73412
C 0.74122 2.62755 1.20782
C 0.58591 -0.92140 0.02421
C 1.84370 1.79001 -0.76158
C 4.68048 -2.06037 0.64061
C 4.74224 -1.66003 -0.68301
C 0.04787 0.48395 0.31440
C 3.80290 0.09121 1.23948
C -5.55532 -1.07130 0.72225
C 4.33322 -0.38797 -1.04204
C -5.00834 0.14444 -1.30784
C 3.86179 0.50212 -0.08588
C -0.56608 -1.92154 0.08804
C 3.35796 1.85702 -0.48415
H 1.67724 1.02113 -1.51659
H 1.63218 3.22463 1.39849
H -6.21691 -1.78536 0.23124
H -4.15414 0.38684 -1.93433
H 4.38386 -0.08067 -2.07785
H 1.50894 2.75233 -1.17983
H 5.11017 -2.34079 -1.43737
H 0.00333 3.26307 0.69582
H 4.99920 -3.05337 0.92218
H -2.55673 -2.13932 -0.75435
H -0.61054 0.83352 -1.74467
H -5.73600 -0.42946 -1.88049
H -0.21309 -2.92444 -0.15798
H 1.35447 -1.17040 0.75616
H -0.46358 0.44548 1.28409
H 3.54727 2.57619 0.31283
H -1.31861 -1.61543 -1.92206
H -0.98357 -1.93415 1.09500
H -1.48470 1.79333 -0.52307
H 4.15878 -1.48897 2.63531
H -5.06002 -1.54718 1.56437
H 0.32311 2.31776 2.16383
H 3.86316 2.20012 -1.38903
H 1.04704 -0.95637 -0.96538
H -5.46717 1.07421 -0.95441
H 3.42739 0.77245 1.98740
H -6.14293 -0.22000 1.08421

***

# 6
50
Properties=species:S:1:pos:R:3 method="wB97M-V/def2-TZVPD" e_above_lowest_kj_mol=2.0
S -3.03881 -4.40631 -0.62599
S 2.70713 2.18423 -0.81324
O -1.92729 -3.41880 -0.52367
O 1.51195 2.57503 -1.59988
N -0.04537 1.98668 -3.91070
N -1.86827 -0.57520 0.21327
N 2.46526 -0.29281 6.10256
C -1.25427 2.11085 -5.75976
C -0.70110 2.84276 -4.74247
C 2.39605 2.63370 0.87744
C 0.91122 1.03562 5.26504
C 2.38908 -0.58421 4.77155
C -1.50136 0.96547 1.75982
C -0.92345 0.74517 -5.51795
C -2.50478 -5.86367 0.26621
C -1.08305 1.47373 0.49993
C 1.44339 0.23617 4.21534
C -1.99822 -0.29412 1.54307
C 1.56103 0.69061 6.41777
C 3.94410 3.43624 -1.12685
C -2.86623 -5.12257 -2.25495
C -1.32680 0.49254 -0.43516
C -0.18661 0.70666 -4.36987
H 1.95969 3.63231 0.91420
H -2.67546 -5.73786 1.33098
H -1.84462 -5.49123 -2.34999
H 1.72959 1.89348 1.31241
H 1.12965 0.25577 3.18431
H -1.17430 -0.06863 -6.17787
H -1.44092 -5.99011 0.06293
H 3.14239 -0.67301 6.73920
H -1.37474 1.51108 2.68066
H -3.54832 -5.95923 -2.41539
H 0.25293 -0.12217 -3.84064
H 3.56117 4.39915 -0.77685
H -3.06246 -6.72005 -0.11340
H -0.77459 3.88950 -4.50079
H 4.86404 3.16389 -0.61687
H 3.34531 2.63006 1.41619
H 3.02916 -1.29643 4.28060
H -2.13232 -1.45709 -0.20601
H 1.46705 1.03533 7.43241
H -1.15082 0.47203 -1.49750
H -0.62544 2.41226 0.23041
H -2.34827 -1.03727 2.23850
H -3.09193 -4.34266 -2.97677
H 0.14011 1.78328 5.17870
H 4.04587 3.52786 -2.20548
H 0.32050 2.23629 -3.00216
H -1.84688 2.49567 -6.57326

***

# 7
50
Properties=species:S:1:pos:R:3 method="wB97M-V/def2-TZVPD" charge=-1 energy_ha=-1070.534907
O 0.32136 0.00646 0.46745
O 4.35607 0.29164 1.53119
O -0.69828 1.70388 -0.61320
N -3.21800 -2.23799 -4.43544
N -1.23555 -1.21816 -0.05513
N 1.39866 3.31809 3.31398
N 2.44143 2.42851 -0.26785
C -1.93307 -1.98405 -0.58068
C 0.20981 1.22426 0.10651
C -0.83553 0.25498 -4.63618
C -1.89012 1.20244 -4.07670
C -2.43265 -1.59351 -4.97828
C 1.57073 0.61990 5.86962
C 3.74792 2.31112 0.39559
C -0.17864 2.33360 5.17444
C 0.70988 2.88729 4.13028
C -1.40774 -0.75767 -5.63916
C -2.83454 -2.93578 -1.27722
C 4.31808 0.86977 0.46613
C 0.65392 1.75271 6.32030
C 1.29624 2.23887 0.66144
C -2.39736 -4.37763 -1.01087
C -0.98250 -4.66552 -1.49951
H -0.05606 0.84044 -5.13054
H 2.35969 1.83679 -1.09089
H -0.36204 -0.27523 -3.80624
H 4.74032 0.30795 -0.41514
H -0.61306 -1.40335 -6.01730
H -3.85617 -2.78343 -0.92352
H -2.80870 -2.71248 -2.34294
H 0.99713 -0.19383 5.42066
H -1.86084 -0.24518 -6.49044
H 0.85773 3.25452 0.82221
H -0.72112 -5.71087 -1.31652
H -0.80994 1.56150 4.72996
H -2.37951 1.76258 -4.88030
H -2.65608 0.66467 -3.51576
H -0.24653 -4.05028 -0.97852
H -0.82733 3.12925 5.54481
H 1.61868 1.82004 1.63816
H 2.12284 0.21670 6.72119
H -0.89283 -4.47565 -2.57243
H 1.25954 2.54206 6.77408
H -0.02030 1.37942 7.09590
H 4.44265 3.04223 -0.09833
H 3.60500 2.65431 1.44639
H -1.43256 1.91762 -3.39231
H -2.45348 -4.58923 0.06068
H 2.30566 0.96383 5.13974
H -3.09281 -5.05941 -1.50999

***

# 8
57
Properties=species:S:1:pos:R:3 method="wB97M-V/def2-TZVPD" e_above_lowest_kj_mol=301.9
Pd 0.11418 0.66279 0.50185
S -0.46981 -2.20453 2.27961
S 2.00984 0.85214 1.94497
S -1.97976 1.46412 -0.37839
O 0.81613 1.58403 2.48713
O 1.57523 -0.55929 1.66369
O 2.21720 1.49007 0.60794
O -1.06769 -1.54548 1.05667
O 3.15546 0.92584 2.80149
N 0.84488 0.07441 -1.67732
N -0.72883 -1.57025 -1.77838
N -0.10102 3.17290 -1.09379
N -0.86938 3.40169 1.09055
N 0.62694 -1.19840 -3.64453
C 1.76950 -0.57021 -4.28278
C 0.05455 -2.35580 -4.30523
C -0.74159 -1.03162 3.61411
C -1.88110 0.90577 4.42146
C 1.98414 0.82053 -3.71017
C -0.79209 2.65766 -0.04908
C -1.88666 -3.25771 2.83962
C 2.05704 0.68494 -2.19393
C 0.29001 -0.89406 -2.35608
C -0.05150 -0.03566 5.67047
C 1.03097 4.06885 -0.90343
C -1.39897 -2.52004 -3.88892
C -1.43032 -2.68190 -2.37910
C 0.10240 -1.02280 4.71041
C -1.04454 0.92134 5.52743
C -1.72401 -0.06838 3.44829
H -2.34725 -0.08249 2.55976
H 0.61969 -3.26603 -4.05987
H 0.00780 3.77092 1.43769
H 0.12709 -2.19622 -5.38319
H -0.96274 -3.63330 -2.09296
H 2.90109 1.25425 -4.10868
H -1.65349 -3.66035 3.82218
H -1.14592 1.70446 6.26697
H 1.79117 3.61348 -0.26260
H -1.40176 2.96020 1.82729
H -2.79441 -2.66291 2.87788
H -1.83924 -3.38372 -4.38605
H -0.05973 2.54738 -1.88446
H 2.67241 -1.17630 -4.13234
H 1.13932 1.45814 -3.98290
H 2.19897 1.64661 -1.70626
H 0.62314 0.00640 6.51427
H 1.45640 4.29060 -1.87846
H 0.67798 4.99748 -0.45428
H -0.81898 -1.44437 -0.77294
H 2.91804 0.06730 -1.91356
H 0.89389 -1.75645 4.78860
H -1.95778 -1.62305 -4.16324
H -2.45610 -2.68220 -2.00716
H 1.57142 -0.52432 -5.35695
H -2.63681 1.67314 4.30042
H -2.00545 -4.06959 2.12627